Computed, not measured: 2 unconnected molecules or ions with the total composition C5H9NO at a distorted geometry, with the ωB97M-V functional and the def2-TZVPD basis.

Bonds (Å) are listed after each position.
Element x y z (Å)
1 C 1.455 0.419 1.861  N2 1.397, H5 1.094, H6 1.137, H7 1.081
2 N 1.138 -0.936 1.741  C1 1.397, C3 1.209
3 C 1.474 -2.088 1.892  N2 1.209, O4 1.153
4 O 1.605 -3.231 1.960  C3 1.153
5 H 2.109 0.682 2.697  C1 1.094
6 H 1.625 0.918 0.854  C1 1.137
7 H 0.563 0.895 2.241  C1 1.081
8 C -1.395 -0.227 -0.297  C9 1.272, H11 1.107, H12 1.119
9 C -0.801 -0.026 -1.404  C8 1.272, C10 1.450, H13 1.103
10 C -1.115 1.031 -2.345  C9 1.450, H14 1.148, H15 0.983, H16 1.126
11 H -0.937 -1.089 0.227  C8 1.107
12 H -2.360 0.256 -0.001  C8 1.119
13 H 0.082 -0.621 -1.694  C9 1.103
14 H -0.157 1.656 -2.446  C10 1.148
15 H -1.742 1.683 -1.961  C10 0.983
16 H -1.546 0.679 -3.325  C10 1.126

Its electronic energy is -325.84008 a.u. The spin multiplicity is 1. The calculation puts the HOMO-LUMO gap at 10.6 eV. Its charge is 0. The energy above the lowest of the compared OMol25 structures with the same formula, charge and spin comes out at 61.16 kcal per mole. The LUMO energy is 0.0264 Eh.

=====

Computed, not measured: C5H9NO in the gas phase at a distorted geometry, with the ωB97M-V functional and the def2-TZVPD basis.

Bonds (Å) are listed after each position.
Element x y z (Å)
1 C -1.165 -1.131 -0.819  C2 1.518, H8 1.094, H9 1.094, H10 1.095
2 C -0.872 -0.039 0.194  C1 1.518, O3 1.414, C4 1.552, H11 1.102
3 O -1.488 -0.429 1.406  C2 1.414, H12 0.967
4 C 0.638 0.207 0.454  C2 1.552, C5 1.532, C6 1.474, H13 1.097
5 C 1.547 0.266 -0.779  C4 1.532, H14 1.094, H15 1.095, H16 1.094
6 C 0.733 1.462 1.220  C4 1.474, N7 1.158
7 N 0.729 2.467 1.795  C6 1.158
8 H -0.840 -0.840 -1.822  C1 1.094
9 H -2.247 -1.292 -0.843  C1 1.094
10 H -0.685 -2.076 -0.543  C1 1.095
11 H -1.310 0.903 -0.174  C2 1.102
12 H -1.361 0.277 2.056  O3 0.967
13 H 0.973 -0.606 1.110  C4 1.097
14 H 2.561 0.553 -0.485  C5 1.094
15 H 1.189 0.995 -1.513  C5 1.095
16 H 1.598 -0.717 -1.256  C5 1.094

Its electronic energy is -325.90295 a.u. The spin multiplicity is 1. The calculation puts the HOMO-LUMO gap at 11.6 eV. Its charge is 0. The energy above the lowest of the compared OMol25 structures with the same formula, charge and spin comes out at 21.71 kcal per mole. The LUMO energy is 0.0309 Eh.

=====

Computed, not measured: C5H9NO in the gas phase at a distorted geometry, with the ωB97M-V functional and the def2-TZVPD basis.

Bonds (Å) are listed after each position.
Element x y z (Å)
1 C -2.250 0.839 -1.826  N2 1.418, H8 1.085, H9 1.093, H10 1.093
2 N -1.015 0.356 -1.323  C1 1.418, C3 1.261
3 C -0.752 0.629 -0.120  N2 1.261, C4 1.477, H11 1.114
4 C 0.689 0.397 0.102  C3 1.477, O5 1.415, C6 1.444, H12 1.079
5 O 1.474 0.942 1.147  C4 1.415, C6 1.428
6 C 0.979 -0.392 1.276  C4 1.444, O5 1.428, C7 1.485, H13 1.121
7 C 2.010 -1.460 1.268  C6 1.485, H14 1.092, H15 1.086, H16 1.097
8 H -2.862 0.029 -2.210  C1 1.085
9 H -1.982 1.498 -2.655  C1 1.093
10 H -2.749 1.421 -1.047  C1 1.093
11 H -1.478 1.020 0.628  C3 1.114
12 H 1.186 0.458 -0.853  C4 1.079
13 H 0.010 -0.536 1.820  C6 1.121
14 H 2.657 -1.407 2.146  C7 1.092
15 H 1.477 -2.405 1.298  C7 1.086
16 H 2.606 -1.390 0.349  C7 1.097

Its electronic energy is -325.81776 a.u. The spin multiplicity is 1. The calculation puts the HOMO-LUMO gap at 10.6 eV. Its charge is 0. The energy above the lowest of the compared OMol25 structures with the same formula, charge and spin comes out at 75.17 kcal per mole. The LUMO energy is 0.0418 Eh.

=====

Computed, not measured: C5H9NO in the gas phase, with the ωB97M-V functional and the def2-TZVPD basis.

Bonds (Å) are listed after each position.
Element x y z (Å)
1 C -2.038 0.339 -0.075  O2 1.412, H8 1.098, H9 1.098, H10 1.091
2 O -0.776 0.655 -0.625  C1 1.412, C3 1.410
3 C 0.324 -0.078 -0.130  O2 1.410, C4 1.533, C5 1.532, C6 1.503
4 C 1.502 0.281 -1.043  C3 1.533, H11 1.094, H12 1.097, H13 1.094
5 C 0.606 0.218 1.346  C3 1.532, H14 1.094, H15 1.093, H16 1.095
6 C 0.103 -1.551 -0.329  C3 1.503, N7 1.146
7 N 0.018 -2.665 -0.587  C6 1.146
8 H -2.265 -0.729 -0.187  C1 1.098
9 H -2.115 0.615 0.985  C1 1.098
10 H -2.769 0.918 -0.641  C1 1.091
11 H 1.552 1.363 -1.196  C4 1.094
12 H 1.359 -0.188 -2.024  C4 1.097
13 H 2.443 -0.087 -0.624  C4 1.094
14 H 1.524 -0.282 1.669  C5 1.094
15 H -0.207 -0.130 1.988  C5 1.093
16 H 0.721 1.299 1.484  C5 1.095

Its electronic energy is -325.88440 a.u. The spin multiplicity is 1. The calculation puts the HOMO-LUMO gap at 11.5 eV. Its charge is 0. The energy above the lowest of the compared OMol25 structures with the same formula, charge and spin comes out at 33.35 kcal per mole. The LUMO energy is 0.0316 Eh.

=====

Computed, not measured: C5H9NO in the gas phase, with the ωB97M-V functional and the def2-TZVPD basis.

Bonds (Å) are listed after each position.
Element x y z (Å)
1 O -2.941 -0.341 0.226  C2 1.312, H8 0.989
2 C -1.982 -0.047 -0.619  O1 1.312, C3 1.502
3 C -0.926 0.794 0.040  C2 1.502, C4 1.522, H10 1.113, H11 1.095
4 C 0.431 0.113 -0.057  C3 1.522, C5 1.480, N6 1.459, C7 1.516
5 C 1.406 0.541 -1.084  C4 1.480, N6 1.464, H12 1.087, H13 1.089
6 N 1.543 0.986 0.304  C4 1.459, C5 1.464, H14 1.016
7 C 0.444 -1.332 0.401  C4 1.516, H9 1.097, H15 1.097, H16 1.099
8 H -2.810 0.045 1.127  O1 0.989
9 H -0.255 -1.929 -0.197  C7 1.097
10 H -1.144 1.042 1.103  C3 1.113
11 H -0.874 1.737 -0.516  C3 1.095
12 H 1.151 1.326 -1.792  C5 1.087
13 H 2.102 -0.205 -1.464  C5 1.089
14 H 2.263 0.450 0.780  N6 1.016
15 H 1.446 -1.766 0.292  C7 1.097
16 H 0.147 -1.414 1.456  C7 1.099

Its electronic energy is -325.78063 a.u. The spin multiplicity is 1. The calculation puts the HOMO-LUMO gap at 9.5 eV. Its charge is 0. The energy above the lowest of the compared OMol25 structures with the same formula, charge and spin comes out at 98.47 kcal per mole. The LUMO energy is 0.0313 Eh.

=====

Computed, not measured: C5H9NO in the gas phase, with the ωB97M-V functional and the def2-TZVPD basis.

Bonds (Å) are listed after each position.
Element x y z (Å)
1 H 0.737 -1.574 -2.723  N2 1.025
2 N -0.171 -1.288 -2.345  H1 1.025, C3 1.266
3 C 0.005 -0.366 -1.495  N2 1.266, O4 1.357, C5 1.514
4 O 1.231 0.156 -1.239  C3 1.357, H9 0.969
5 C -1.136 0.278 -0.735  C3 1.514, C6 1.557, H10 1.100, H11 1.096
6 C -1.031 0.122 0.810  C5 1.557, C7 1.520, H12 1.096, H13 1.097
7 C 0.254 0.607 1.462  C6 1.520, C8 1.337, H14 1.095
8 C 1.325 -0.178 1.614  C7 1.337, H15 1.093, H16 1.088
9 H 1.195 0.599 -0.378  O4 0.969
10 H -1.173 1.340 -1.019  C5 1.100
11 H -2.062 -0.190 -1.087  C5 1.096
12 H -1.141 -0.947 1.030  C6 1.096
13 H -1.883 0.650 1.255  C6 1.097
14 H 0.318 1.668 1.726  C7 1.095
15 H 1.315 -1.216 1.270  C8 1.093
16 H 2.281 0.195 1.978  C8 1.088

Its electronic energy is -325.88376 a.u. The spin multiplicity is 1. The calculation puts the HOMO-LUMO gap at 10.7 eV. Its charge is 0. The energy above the lowest of the compared OMol25 structures with the same formula, charge and spin comes out at 33.76 kcal per mole. The LUMO energy is 0.0328 Eh.

=====

Computed, not measured: C5H9NO in the gas phase at a distorted geometry, with the ωB97M-V functional and the def2-TZVPD basis.

Bonds (Å) are listed after each position.
Element x y z (Å)
1 C -1.534 -0.592 0.054  C2 1.525, H8 1.096, H9 1.096, H10 1.095
2 C -0.148 0.038 0.130  C1 1.525, C3 1.524, C4 1.572, C6 1.537
3 C -0.075 1.173 1.146  C2 1.524, H11 1.096, H12 1.096, H13 1.095
4 C 1.052 -0.977 0.164  C2 1.572, N5 1.522, H14 1.096, H15 1.097
5 N 1.429 -0.461 -1.217  C4 1.522, C6 1.311, H16 1.145
6 C 0.441 0.400 -1.242  C2 1.537, N5 1.311, O7 1.237
7 O 0.383 1.113 -2.252  C6 1.237
8 H -2.277 0.160 -0.236  C1 1.096
9 H -1.832 -1.005 1.025  C1 1.096
10 H -1.562 -1.396 -0.688  C1 1.095
11 H -0.333 0.817 2.150  C3 1.096
12 H -0.778 1.969 0.877  C3 1.096
13 H 0.929 1.609 1.182  C3 1.095
14 H 1.795 -0.782 0.946  C4 1.096
15 H 0.760 -2.034 0.192  C4 1.097
16 H 1.681 0.010 -2.229  N5 1.145

Its electronic energy is -325.83107 a.u. The spin multiplicity is 1. The calculation puts the HOMO-LUMO gap at 10.4 eV. Its charge is 0. The energy above the lowest of the compared OMol25 structures with the same formula, charge and spin comes out at 66.82 kcal per mole. The LUMO energy is 0.0300 Eh.

=====

Computed, not measured: 2 unconnected molecules or ions with the total composition C5H9NO at a distorted geometry, with the ωB97M-V functional and the def2-TZVPD basis.

Bonds (Å) are listed after each position.
Element x y z (Å)
1 C 0.153 -0.303 2.150  C2 1.312, H6 1.082, H7 1.083
2 C -0.186 -0.308 0.882  C1 1.312, C3 1.544, H8 1.107
3 C 0.513 -1.319 -0.053  C2 1.544, C4 1.419, H9 1.106, H10 1.079
4 C -0.457 -2.354 -0.086  C3 1.419, N5 1.157
5 N -1.295 -3.149 -0.154  C4 1.157
6 H -0.440 0.218 2.890  C1 1.082
7 H 0.951 -0.974 2.441  C1 1.083
8 H -1.199 0.071 0.649  C2 1.107
9 H 1.466 -1.788 0.256  C3 1.106
10 H 0.670 -1.088 -1.095  C3 1.079
11 C 0.052 2.129 -1.110  O12 1.422, H13 1.120, H14 1.120, H15 1.084
12 O 0.237 0.844 -1.688  C11 1.422, H16 0.976
13 H -0.700 2.244 -0.288  C11 1.120
14 H 1.000 2.481 -0.629  C11 1.120
15 H -0.232 2.745 -1.956  C11 1.084
16 H -0.533 0.551 -2.210  O12 0.976

Its electronic energy is -325.82191 a.u. The spin multiplicity is 1. The calculation puts the HOMO-LUMO gap at 10.9 eV. Its charge is 0. The energy above the lowest of the compared OMol25 structures with the same formula, charge and spin comes out at 72.57 kcal per mole. The LUMO energy is 0.0260 Eh.

=====

Computed, not measured: C5H9NO in the gas phase, with the ωB97M-V functional and the def2-TZVPD basis.

Bonds (Å) are listed after each position.
Element x y z (Å)
1 H 1.228 -2.431 1.338  N2 1.022
2 N 0.360 -2.123 0.895  H1 1.022, C3 1.262
3 C 0.565 -1.027 0.305  N2 1.262, O4 1.365, C7 1.513
4 O 1.776 -0.397 0.274  C3 1.365, C5 1.434
5 C 1.618 0.962 -0.157  O4 1.434, C6 1.529, H9 1.093, H10 1.097
6 C 0.110 1.216 -0.142  C5 1.529, C7 1.531, H11 1.093, H12 1.098
7 C -0.447 -0.180 -0.435  C3 1.513, C6 1.531, C8 1.520, H13 1.101
8 C -1.902 -0.407 -0.059  C7 1.520, H14 1.097, H15 1.095, H16 1.094
9 H 2.181 1.588 0.541  C5 1.093
10 H 2.051 1.071 -1.159  C5 1.097
11 H -0.205 1.978 -0.860  C6 1.093
12 H -0.212 1.529 0.859  C6 1.098
13 H -0.309 -0.393 -1.506  C7 1.101
14 H -2.544 0.305 -0.594  C8 1.097
15 H -2.052 -0.269 1.016  C8 1.095
16 H -2.217 -1.422 -0.318  C8 1.094

Its electronic energy is -325.91117 a.u. The spin multiplicity is 1. The calculation puts the HOMO-LUMO gap at 10.9 eV. Its charge is 0. The energy above the lowest of the compared OMol25 structures with the same formula, charge and spin comes out at 16.56 kcal per mole. The LUMO energy is 0.0354 Eh.

=====

Computed, not measured: C5H9NO in the gas phase, with the ωB97M-V functional and the def2-TZVPD basis.

Bonds (Å) are listed after each position.
Element x y z (Å)
1 O 1.545 -1.844 0.820  C2 1.405, H8 0.965
2 C 1.104 -1.090 -0.280  O1 1.405, C3 1.557, C7 1.545, H9 1.090
3 C 1.100 0.453 -0.068  C2 1.557, C4 1.529, H10 1.096, H11 1.095
4 C -0.428 0.400 -0.046  C3 1.529, C5 1.471, N6 1.453, C7 1.525
5 C -1.416 1.460 -0.303  C4 1.471, N6 1.468, H12 1.088, H13 1.089
6 N -1.274 0.875 1.036  C4 1.453, C5 1.468, H14 1.018
7 C -0.427 -1.060 -0.486  C2 1.545, C4 1.525, H15 1.095, H16 1.093
8 H 0.868 -1.783 1.506  O1 0.965
9 H 1.698 -1.436 -1.126  C2 1.090
10 H 1.524 1.026 -0.900  C3 1.096
11 H 1.584 0.762 0.865  C3 1.095
12 H -2.349 1.214 -0.804  C5 1.088
13 H -1.058 2.474 -0.474  C5 1.089
14 H -0.753 1.509 1.638  N6 1.018
15 H -0.986 -1.760 0.146  C7 1.095
16 H -0.732 -1.199 -1.526  C7 1.093

Its electronic energy is -325.83976 a.u. The spin multiplicity is 1. The calculation puts the HOMO-LUMO gap at 10.6 eV. Its charge is 0. The energy above the lowest of the compared OMol25 structures with the same formula, charge and spin comes out at 61.37 kcal per mole. The LUMO energy is 0.0378 Eh.

=====

Look up the spin multiplicity of the eighth one.
1

=====

Number 5 is which compound?
C5H9NO